1.
A cluster of 2 separate species, C4H12 in total, computed with ωB97M-V/def2-TZVPD.

```
16
Properties=species:S:1:pos:R:3:forces:R:3:nbo_charge:R:1
C 0.93565 -1.53733 -0.74032 -0.403 -0.595 1.303 -0.617
C 1.50889 -0.69905 -1.85773 0.056 0.059 -0.266 -0.617
H 0.29346 -2.35519 -1.07673 -0.121 0.264 -0.204 0.205
H 1.62363 -2.04852 -0.06411 0.676 0.150 -0.395 0.206
H 0.37910 -0.93861 -0.01323 -0.231 -0.177 -0.435 0.203
H 2.47778 -1.06466 -2.19839 -0.054 0.000 -0.070 0.209
H 1.62650 0.34735 -1.57484 0.111 -0.032 0.122 0.205
H 0.82015 -0.70568 -2.70392 0.119 0.016 -0.076 0.207
C -0.88355 1.34536 0.66751 0.133 1.833 -0.803 -0.616
C -1.61168 0.86797 1.90988 0.864 -0.964 -0.144 -0.614
H -0.09666 2.06819 0.91228 0.226 -0.358 0.484 0.203
H -0.40097 0.62906 0.01974 -0.254 -0.434 0.179 0.204
H -1.44918 1.99934 -0.01009 -0.595 -0.422 0.164 0.202
H -1.72101 1.68220 2.62045 -0.357 -0.069 0.033 0.211
H -0.97286 0.10543 2.36604 0.103 0.199 0.333 0.202
H -2.52924 0.30413 1.74346 -0.273 0.530 -0.226 0.208
```
Positions in Å, forces in eV/Å.

Calculated values
- SMILES string = CC.CC
- Kohn-Sham gap (eV) = 12.613
- max |F| (eV/Å) = 2.0
- ΔE to the lowest compared entry with this formula, charge and spin (kJ/mol) = 41.0
- E_tot (hartree) = -159.56935
- highest occupied orbital energy (eV) = -11.462

---

2.
A cluster of 2 separate species, C3H8S2 in total, computed with ωB97M-V/def2-TZVPD.

```
13
Properties=species:S:1:pos:R:3:forces:R:3:nbo_charge:R:1
S 2.16626 -1.16288 1.33599 -2.313 2.063 0.378 -0.106
S 2.48375 0.49391 0.05731 -0.341 -0.399 0.711 -0.072
H 3.25642 -1.69111 1.03272 2.554 -1.618 -0.728 0.139
H 1.51467 0.14206 -0.78709 0.281 -0.021 -0.297 0.090
C -0.86528 0.05393 -1.29308 -2.259 -2.037 -1.109 -0.713
C -1.05950 -0.20893 0.18573 3.315 -0.477 -0.530 0.073
C -1.46846 0.72463 1.05885 1.520 1.947 2.133 -0.117
H -0.28386 -0.79994 -1.71131 -0.836 0.363 0.197 0.267
H -1.94036 0.09665 -1.79368 2.178 0.114 0.751 0.305
H -0.25599 0.91564 -1.56848 -0.588 0.532 0.563 0.292
H -0.39677 -1.02762 0.62298 -0.782 0.640 -0.546 0.287
H -0.74135 1.27860 1.81517 -1.305 -1.928 -1.096 0.306
H -2.40955 1.18504 1.04489 -1.423 0.821 -0.427 0.249
```
Positions in Å, forces in eV/Å.

Calculated values
- multiplicity = 2
- net charge = +1
- Kohn-Sham gap (spin up / spin down) (eV) = 6.657 / 5.094
- expectation value of S² = 0.7560
- max |F| (eV/Å) = 3.4
- ΔE to the lowest compared entry with this formula, charge and spin (kJ/mol) = 312.9
- E_tot (hartree) = -915.04495
- highest occupied orbital energy (spin up / spin down) (eV) = -13.158 / -13.111

---

3.
A cluster of 10 separate species, C24H52O18 in total, computed with ωB97M-V/def2-TZVPD.

```
94
Properties=species:S:1:pos:R:3:forces:R:3:mulliken_charge:R:1
O -2.98388 -39.78442 24.43418 1.212 -0.979 -3.378 -0.548
C -2.74232 -40.12366 23.27675 -2.931 -0.378 2.285 0.651
O -3.39470 -41.21033 22.66247 0.605 0.075 2.384 -0.301
C -3.03826 -41.30300 21.33011 0.128 1.004 -1.424 -0.274
C -1.88739 -40.32488 21.21356 -0.115 -0.612 -1.041 -0.342
O -2.05090 -39.48102 22.35429 1.322 0.384 -0.402 -0.302
H -2.67382 -42.25759 20.95057 -0.551 -0.371 0.590 0.298
H -3.87807 -40.93673 20.73965 -0.161 -0.333 -0.170 0.258
H -1.95091 -39.81487 20.25234 0.061 0.662 0.447 0.300
H -0.96855 -40.91013 21.17722 0.426 0.532 0.735 0.260
O 1.04396 -47.29525 37.84952 -0.035 0.539 0.495 -0.519
C 0.50552 -46.38235 37.30346 0.056 -1.992 -0.209 0.665
O 1.05393 -45.21487 36.98961 -0.057 1.507 -0.303 -0.313
C 0.33303 -44.83643 35.80379 -0.306 0.721 -1.432 -0.360
C -1.08823 -45.24607 36.11336 1.197 -1.191 0.574 -0.252
O -0.71483 -46.50378 36.74387 -1.278 -0.016 0.428 -0.343
H 0.38331 -43.81008 35.44024 0.637 0.208 0.878 0.336
H 0.77875 -45.46069 35.02937 -0.353 -0.023 -0.356 0.273
H -1.76348 -45.48455 35.29161 0.280 0.233 -0.006 0.272
H -1.54447 -44.59131 36.85581 -0.137 0.022 -0.072 0.240
O -0.97924 -47.76507 26.02369 -0.853 3.962 3.623 -0.596
C -1.23293 -46.84799 26.85662 0.893 -4.232 -3.551 0.677
O -0.87925 -46.84122 28.15120 0.839 -2.212 -1.511 -0.311
C -1.27641 -45.64953 28.72461 0.727 0.068 1.219 -0.314
C -2.31413 -45.16398 27.77302 0.117 2.305 1.714 -0.226
O -1.95344 -45.74890 26.57791 -0.226 -1.094 -1.191 -0.282
H -1.61648 -45.97670 29.70717 -0.061 0.927 0.189 0.253
H -0.40628 -44.99302 28.72533 -0.015 0.164 0.537 0.237
H -2.11158 -44.09829 27.66643 -0.961 0.143 -0.045 0.285
H -3.28096 -45.40055 28.21728 -0.461 -0.023 -0.988 0.275
O 4.77577 -51.14602 25.17317 -3.532 -3.509 4.897 -0.583
C 4.17831 -51.75145 26.14835 2.504 3.187 -3.585 0.658
O 2.91179 -51.56530 26.59232 0.456 0.728 -1.146 -0.295
C 2.85331 -51.95954 27.94109 -1.204 -0.018 0.971 -0.256
C 4.09902 -52.76118 28.19307 -1.107 -0.238 0.536 -0.209
O 4.77523 -52.60952 26.98380 2.121 -0.308 -0.747 -0.325
H 2.84306 -51.09907 28.61012 -0.336 0.238 -0.311 0.232
H 1.96689 -52.57235 28.10496 -0.151 0.311 -0.103 0.265
H 3.81111 -53.79423 28.38806 0.591 -0.159 -0.180 0.263
H 4.59672 -52.33725 29.06523 0.660 -0.234 -0.334 0.248
C 2.87197 -39.63463 30.00683 0.494 -0.898 -1.383 -0.986
C 2.87564 -39.39770 31.49618 1.702 -1.411 -1.120 -0.212
O 1.67182 -39.81534 32.03030 -1.633 0.886 1.075 -0.493
H 3.78048 -39.27343 29.52492 -0.025 0.415 0.023 0.314
H 2.00446 -39.35874 29.40732 -0.141 0.953 0.503 0.302
H 2.88990 -40.69202 29.74284 0.132 -0.414 0.568 0.269
H 3.32137 -38.42520 31.70510 -0.905 0.416 0.486 0.330
H 3.56542 -40.11624 31.93889 0.676 0.136 -0.182 0.178
H 1.22209 -39.04904 32.39381 -0.309 -0.094 0.034 0.297
C 0.05851 -56.04874 24.06469 0.659 0.594 0.042 -1.008
C 1.12903 -55.17674 23.34008 -2.182 -0.592 0.679 -0.208
O 0.60844 -53.84458 23.37631 0.718 -0.149 -0.167 -0.484
H 0.16774 -57.12194 23.90840 -0.054 0.051 0.035 0.331
H -0.94247 -55.68554 23.83188 0.029 -0.280 -0.371 0.303
H 0.20978 -55.80458 25.11616 -0.170 -0.414 0.314 0.281
H 1.19481 -55.48594 22.29693 0.570 0.238 0.144 0.318
H 2.01626 -55.27232 23.96600 0.568 0.085 -0.755 0.184
H 0.51168 -53.67485 24.31622 -0.150 0.488 0.064 0.285
C -3.60317 -51.47702 18.40114 -1.062 -1.298 1.574 -1.067
C -2.57382 -51.68526 19.50090 0.360 1.377 -1.238 -0.162
O -2.83626 -50.79880 20.59103 -0.184 -0.795 -0.147 -0.508
H -4.52662 -51.90833 18.78757 -0.405 0.079 0.015 0.278
H -3.33580 -52.18387 17.61565 0.086 0.808 -0.682 0.334
H -3.85086 -50.43201 18.21484 0.617 -0.146 -0.593 0.308
H -1.65438 -51.37274 19.00586 0.639 -0.145 0.419 0.225
H -2.49278 -52.75155 19.71195 -0.130 0.063 0.586 0.298
H -2.43292 -51.15917 21.38415 0.095 0.054 0.070 0.294
C 4.41068 -45.21870 26.07786 0.316 0.162 -0.687 -0.948
C 5.79558 -44.89535 25.44166 -1.955 -1.385 0.080 -0.222
O 6.10037 -43.62321 25.84063 1.152 2.182 0.485 -0.519
H 4.58057 -45.26968 27.15333 -0.351 -0.488 0.024 0.255
H 3.88111 -46.05588 25.62313 0.411 -0.553 0.439 0.340
H 3.70284 -44.40644 25.91262 0.344 0.423 -0.067 0.283
H 5.73774 -44.89981 24.35321 0.056 -0.176 -0.048 0.249
H 6.53539 -45.62063 25.78041 0.064 -0.152 -0.179 0.253
H 6.71083 -43.62618 26.58152 -0.046 -0.021 -0.047 0.310
C -9.63312 -44.99390 25.07635 -0.488 0.029 -0.536 -1.027
C -8.37879 -45.81629 25.21559 -0.504 0.471 -0.057 -0.187
O -7.58877 -45.63748 24.03336 -0.023 -0.630 0.833 -0.492
H -9.48131 -43.99661 24.66346 0.424 0.284 0.449 0.351
H -10.17370 -44.92691 26.02048 -0.226 -0.025 -0.170 0.298
H -10.21055 -45.46018 24.27806 -0.490 -0.160 0.298 0.273
H -8.72416 -46.84230 25.34257 0.539 -0.262 -0.514 0.269
H -7.88184 -45.57471 26.15515 0.601 0.218 -0.136 0.216
H -7.48762 -44.68596 23.95598 0.170 0.086 -0.161 0.300
C -5.38582 -42.01755 31.14586 -0.691 -0.851 0.984 -0.915
C -6.66251 -41.41491 30.56629 1.799 -0.475 -1.383 -0.192
O -6.45984 -41.39137 29.14864 -1.340 -0.132 -0.768 -0.538
H -4.50613 -41.37393 31.14866 -0.252 0.173 0.293 0.317
H -5.09668 -42.95130 30.66358 -0.200 0.207 -0.801 0.214
H -5.65591 -42.44488 32.11155 0.478 0.659 0.732 0.339
H -6.91818 -40.42930 30.95530 0.088 0.016 0.140 0.235
H -7.49806 -42.09993 30.71016 -0.007 0.143 0.039 0.238
H -5.72401 -40.88929 28.79080 0.133 0.250 0.751 0.303
```
Positions in Å, forces in eV/Å.

Calculated values
- SMILES string = O=C1OCCO1.O=C1OCCO1.O=C1OCCO1.O=C1OCCO1.CCO.CCO.CCO.CCO.CCO.CCO
- Kohn-Sham gap (eV) = 9.642
- max |F| (eV/Å) = 7.0
- E_tot (hartree) = -2299.77532
- highest occupied orbital energy (eV) = -9.797

---

4.
A structure of composition C14H23GaI2InNO3S2, computed with ωB97M-V/def2-TZVPD.

```
47
Properties=species:S:1:pos:R:3:forces:R:3:nbo_charge:R:1
I 4.97754 0.58934 1.24060 0.172 -0.214 -0.370 0.303
I 4.52445 0.02026 -1.34107 0.196 -0.082 -0.704 0.401
Ga 1.56044 0.59303 -2.27969 2.422 0.414 3.605 1.046
In -0.00179 0.09971 1.16267 -1.077 -1.137 -1.178 1.597
S 1.90729 1.56446 -0.17346 -1.139 0.665 -0.328 -0.241
S 1.40494 -1.31355 -0.38040 -0.348 0.051 0.334 -0.287
C -2.61594 1.60956 0.19934 -1.986 1.842 -0.262 0.475
C 1.82495 3.43711 -0.22838 -0.432 0.165 0.410 -0.073
C 0.77355 -3.04605 -0.48988 -0.176 -0.497 -0.230 -0.094
C 2.62975 3.97067 -1.39487 0.129 -0.381 -0.032 -0.633
C 0.34148 3.82435 -0.28366 0.022 0.204 0.172 -0.636
C 2.49803 3.82879 1.07746 0.055 -0.280 0.360 -0.650
C 1.81707 -3.83639 -1.26988 0.580 0.173 -0.293 -0.641
C -0.57317 -3.03663 -1.19089 -0.252 -0.262 0.248 -0.627
C 0.70984 -3.59218 0.92167 0.192 0.301 0.377 -0.637
C 0.42884 2.23471 -3.28171 -5.297 2.450 -2.555 0.518
C 0.20760 -0.34711 -3.31235 -6.530 -2.805 -3.762 0.470
O -3.51310 2.29409 0.03693 2.363 -1.944 0.410 -0.350
O -0.57360 2.65677 -3.69600 5.229 -1.823 2.066 -0.254
O -0.79786 -0.67255 -3.79049 5.244 1.478 2.301 -0.180
H 2.20869 3.65506 -2.35013 0.036 0.253 -0.180 0.187
H 3.66550 3.62697 -1.34151 0.000 0.229 -0.054 0.241
H 2.60114 5.06400 -1.32580 0.072 -0.145 -0.195 0.299
H 0.00639 3.97145 -1.31884 -0.047 0.071 0.325 0.222
H 0.22034 4.76482 0.27341 -0.118 -0.127 -0.370 0.290
H -0.29653 3.07206 0.20267 0.141 0.386 -0.105 0.187
H 1.98966 3.37060 1.92960 -0.052 0.183 0.125 0.219
H 2.44896 4.91950 1.19393 0.124 -0.241 -0.019 0.291
H 3.53976 3.48325 1.09566 -0.181 0.355 -0.003 0.235
H 1.48672 -4.88434 -1.30650 0.140 0.260 0.055 0.286
H 2.80582 -3.78402 -0.78694 -0.323 -0.162 -0.184 0.241
H 1.90746 -3.48641 -2.30337 0.019 -0.085 0.027 0.215
H -0.73823 -4.03894 -1.59611 -0.153 0.174 -0.095 0.278
H -0.61442 -2.30027 -1.99623 -0.077 -0.396 0.049 0.170
H -1.37266 -2.83244 -0.47289 0.038 0.084 -0.220 0.239
H 0.41546 -4.64371 0.87692 0.009 0.082 0.068 0.286
H -0.00586 -3.04723 1.53436 -0.281 -0.062 0.058 0.206
H 1.68041 -3.50892 1.41235 0.039 -0.259 -0.021 0.240
C -5.02603 -1.06917 3.36779 0.235 0.538 0.048 -0.584
C -4.40114 -2.18507 2.48661 -0.660 -0.113 0.256 -0.564
C -3.16896 -1.72153 1.91341 1.281 0.212 -0.316 0.593
N -2.14716 -1.36719 1.48730 0.409 0.931 0.340 -0.625
H -4.28427 -0.74033 4.12083 -0.522 -0.221 -0.234 0.225
H -5.92676 -1.44917 3.87848 0.456 0.166 -0.314 0.282
H -5.28460 -0.19017 2.74397 -0.043 -0.542 0.386 0.225
H -4.16836 -3.07562 3.08876 -0.043 0.112 -0.191 0.307
H -5.07162 -2.48156 1.66634 0.130 -0.002 0.194 0.304
```
Positions in Å, forces in eV/Å.

Calculated values
- net charge = +4
- Kohn-Sham gap (eV) = 4.921
- max |F| (eV/Å) = 8.0
- ΔE to the lowest compared entry with this formula, charge and spin (kJ/mol) = 17.7
- E_tot (hartree) = -4332.65432
- highest occupied orbital energy (eV) = -21.384